No. 1
Formula: C5H10O2
Source: OMol25
Level of theory: ωB97M-V/def2-TZVPD

Calculated values
M, g/mol: 102.1
Energy above the lowest of the compared OMol25 structures with the same formula, charge and spin, kJ/mol: 716.5
HOMO, eV: -6.6
Kohn-Sham gap, eV: 6.951
Charge: 0

Last column: Löwdin charge in e.
CARTESIAN COORDINATES (ANGSTROEM)
1 C 0.28745 0.93629 -2.34108  -0.08
2 O 0.06955 -0.12635 -1.43622  -0.13
3 C 0.15174 0.29811 -0.10786  -0.29
4 C -1.15373 0.89821 0.46822  -0.03
5 O -1.39490 -0.39086 1.14494  0.07
6 C -0.21307 -0.83419 0.82523  -0.38
7 C 0.41433 -2.01652 1.27571  -0.04
8 H -0.48422 1.71448 -2.24410  0.09
9 H 1.27385 1.39444 -2.18176  0.10
10 H 0.24114 0.51245 -3.34532  0.10
11 H 1.07845 0.81916 0.14447  0.13
12 H -1.95908 1.09785 -0.23929  0.13
13 H -1.01651 1.66863 1.22475  0.12
14 H 0.85919 0.27070 2.33691  -0.02
15 H 1.14080 -2.45611 0.59655  0.10
16 H 0.90566 -1.09875 2.00905  0.05
17 H -0.20063 -2.68754 1.86979  0.09

=====

No. 2
Formula: C5H10O2
Source: OMol25
Level of theory: ωB97M-V/def2-TZVPD

Calculated values
M, g/mol: 102.1
SMILES: C[C@@H](O)[C@H]1CCO1
Energy above the lowest of the compared OMol25 structures with the same formula, charge and spin, kJ/mol: 202.6
HOMO, eV: -9.8
Kohn-Sham gap, eV: 10.737
Charge: 0

Last column: Löwdin charge in e.
CARTESIAN COORDINATES (ANGSTROEM)
1 C -2.04735 -0.52872 0.50098  -0.04
2 C -1.12466 0.15304 -0.50910  -0.39
3 O -1.08958 1.55784 -0.30638  -0.03
4 C 0.27078 -0.47290 -0.44755  -0.28
5 C 1.51776 0.38831 -0.72980  -0.07
6 C 1.96309 -0.07243 0.66354  -0.17
7 O 0.68905 -0.67731 0.91894  -0.10
8 H -3.04838 -0.09207 0.44984  0.08
9 H -2.12319 -1.60840 0.32172  0.09
10 H -1.64974 -0.38626 1.51017  0.08
11 H -1.52391 0.02003 -1.52200  0.15
12 H -0.51802 1.71776 0.45640  0.09
13 H 0.26647 -1.42399 -1.00092  0.15
14 H 2.14573 0.08211 -1.56800  0.11
15 H 1.30591 1.45795 -0.80370  0.11
16 H 2.19489 0.69943 1.40689  0.12
17 H 2.77116 -0.81439 0.65896  0.11

=====

No. 3
Formula: C5H10O2
Source: OMol25
Level of theory: ωB97M-V/def2-TZVPD

Calculated values
M, g/mol: 102.1
Energy above the lowest of the compared OMol25 structures with the same formula, charge and spin, kJ/mol: 375.4
HOMO, eV: -8.8
Kohn-Sham gap, eV: 9.716
Charge: 0

Last column: Löwdin charge in e.
CARTESIAN COORDINATES (ANGSTROEM)
1 C -0.14339 -0.89782 2.53265  -0.09
2 C 0.14405 -0.82317 1.06006  -0.07
3 C -0.21876 1.09584 -0.97819  -0.16
4 C -0.82479 -0.07437 -1.80054  -0.27
5 O 0.05448 -1.15923 -1.97353  -0.11
6 C 1.13290 0.79069 -0.35626  -0.17
7 O 0.96555 0.18201 0.94515  -0.10
8 H -1.12791 -0.41039 2.62719  0.09
9 H -0.25702 -1.91374 2.91276  0.07
10 H 0.57341 -0.31355 3.12274  0.08
11 H -0.10257 1.98682 -1.60295  0.11
12 H -0.89880 1.37126 -0.16294  0.11
13 H -1.07714 0.28486 -2.80203  0.11
14 H -1.75364 -0.41444 -1.32508  0.11
15 H 0.11775 -1.55805 -1.08479  0.04
16 H 1.67761 1.70474 -0.11593  0.12
17 H 1.73827 0.14855 -0.99830  0.13